# 1
The molecule C2H3NOS. Source: OMol25; level of theory: ωB97M-V/def2-TZVPD.

Geometry as ORCA input:
```
! RIJCOSX wB97M-V def2-TZVPD def2/J DEFGRID3
* xyz 0 1
C -1.10638 0.14731 -0.00492
N 0.44074 0.20481 0.62914
S 1.68805 1.19951 -0.20557
C 1.42601 -0.51579 0.03403
O 1.88968 -1.56257 -0.26863
H -1.18480 0.50892 -0.96087
H -1.57180 -0.86156 0.27530
H -1.58150 0.87937 0.50152
*
```

Summary:
**Relative energy (zero: lowest compared OMol25 entry of this formula, charge and spin)**: 222.7 kJ/mol
**SMILES**: CN1SC1=O
**Calculated total energy**: -606.1025 hartree

# 2
The molecule C2H5N3OS. Source: OMol25; level of theory: ωB97M-V/def2-TZVPD.

Geometry as ORCA input:
```
! RIJCOSX wB97M-V def2-TZVPD def2/J DEFGRID3
* xyz 0 1
H -0.60804 -1.66548 -0.36554
N 0.29985 -1.21672 -0.20850
C 0.16549 0.04117 -0.10767
C 1.28775 1.01439 -0.12833
N 2.52284 0.62314 0.01644
O 2.75971 -0.73145 0.20303
N -1.09103 0.69529 0.27735
S -2.60013 -0.10382 -0.04844
H 1.21704 2.05586 -0.34897
H 1.85711 -1.13421 -0.04915
H -1.03412 1.59287 -0.48076
H -2.74865 -0.38174 1.21408
*
```

Summary:
**Relative energy (zero: lowest compared OMol25 entry of this formula, charge and spin)**: 401.0 kJ/mol
**SMILES**: [H]/N=C(/C=N\O)NS
**Calculated total energy**: -716.7880 hartree

# 3
A structure of composition C4H11N2RuS. Source: OMol25; level of theory: ωB97M-V/def2-TZVPD.

Geometry as ORCA input:
```
! RIJCOSX wB97M-V def2-TZVPD def2/J DEFGRID3
* xyz 1 5
C -1.54279 0.51885 -3.12664
Ru -0.91498 0.26510 0.42483
N -0.79303 -1.67804 -0.26155
H -0.54900 1.67098 -0.30087
H -0.68508 0.43777 -3.82254
H -1.97297 1.54023 -3.16914
H -1.22622 0.39045 -1.94343
H -2.26487 -0.30116 -3.19883
H -1.07515 -2.36373 0.44901
H 0.17255 -1.93406 -0.49660
H -1.29205 -2.00441 -1.09669
S 2.99408 -0.13935 2.27332
C 1.71595 0.50104 3.18624
C 0.59124 0.79708 2.43969
N 0.86649 0.53522 1.07745
C 2.15329 0.09311 0.79776
H 1.70573 0.56714 4.25148
H -0.40158 1.22030 2.71486
H 2.51840 -0.11652 -0.19837
*
```

Summary:
**Relative energy (zero: lowest compared OMol25 entry of this formula, charge and spin)**: 78.7 kJ/mol
**Calculated total energy**: -761.1600 hartree

# 4
A structure of composition C31H54N3OP2Zr. Source: OMol25; level of theory: ωB97M-V/def2-TZVPD.

Geometry as ORCA input:
```
! RIJCOSX wB97M-V def2-TZVPD def2/J DEFGRID3
* xyz 3 1
C -2.44007 0.48782 -1.07053
C -1.99840 -0.66036 1.01569
C -3.78698 0.17656 -0.98001
C -3.29495 -1.25141 0.89408
C -4.20422 -0.76854 -0.04142
H -4.47688 0.69695 -1.64609
H -3.59462 -2.07891 1.55172
H -5.24925 -1.09357 -0.01666
N -1.57314 0.14938 -0.07348
P -0.16597 1.23035 -2.58010
P 0.26235 0.12965 2.50165
C -1.97340 1.38046 -2.22354
H -2.53559 1.18880 -3.15254
H -2.19581 2.42293 -1.94637
C 2.54145 0.84667 -1.29756
O 3.58708 0.85979 -1.79461
C -1.21128 -0.83115 2.21956
H -1.29795 -1.82207 2.71488
C 1.67537 -0.89765 3.34425
C -0.88629 0.92767 3.77568
C -0.15541 -0.25407 -3.78079
C 0.20933 2.89727 -3.39690
C 2.90438 -0.97303 2.42412
H 3.28608 0.01777 2.15367
H 3.68875 -1.49967 2.98811
H 2.73062 -1.55060 1.51014
C 2.13304 -0.21105 4.63856
H 2.46553 0.81570 4.44150
H 1.37428 -0.20231 5.42870
H 2.99606 -0.77342 5.02892
C 1.22788 -2.32908 3.59858
H 2.05096 -2.84347 4.12149
H 0.34838 -2.41978 4.24589
H 1.04660 -2.82682 2.63655
C -0.14876 2.11712 4.36053
H 0.30733 2.71012 3.55228
H -0.89117 2.73460 4.88126
H 0.63673 1.81988 5.05770
C -2.15231 1.43229 3.06089
H -1.91187 2.02889 2.17103
H -2.80604 0.60779 2.75248
H -2.72702 2.03686 3.76472
C -1.28249 -0.15515 4.81139
H -1.74842 -1.04109 4.33739
H -0.43361 -0.50310 5.42388
H -2.05279 0.29189 5.46104
C 1.64025 2.83789 -3.96582
H 1.93054 3.85355 -4.27970
H 2.36711 2.48450 -3.22437
H 1.71149 2.18632 -4.84791
C 0.15086 3.96724 -2.28489
H -0.85752 4.08068 -1.85652
H 0.84844 3.76276 -1.45948
H 0.44670 4.93345 -2.72541
C -0.77975 3.25718 -4.52555
H -1.83262 3.16196 -4.22848
H -0.61222 4.30708 -4.81185
H -0.61858 2.66101 -5.43158
C -1.17489 -1.31885 -3.33122
H -2.21418 -0.99130 -3.47770
H -1.03167 -2.22322 -3.94529
H -1.04662 -1.61163 -2.27843
C 1.25790 -0.86292 -3.76543
H 1.53214 -1.28002 -2.78867
H 1.26199 -1.68348 -4.50365
H 2.02466 -0.13529 -4.06789
C -0.44871 0.15540 -5.22854
H -1.42802 0.63602 -5.35387
H 0.34659 0.79346 -5.63936
H -0.45001 -0.76836 -5.83055
Zr 0.60576 0.73160 -0.08102
N 1.15255 -1.52970 -0.38975
C 0.80138 -2.57541 0.08969
C 0.27575 -4.02966 0.15716
C -0.65623 -4.36071 1.35742
C -0.61327 -4.12534 -1.09079
C 1.60286 -4.80476 0.17822
H -0.20492 -4.15451 2.34237
H -1.58395 -3.74816 1.30468
H -0.94672 -5.43216 1.34395
H -0.10386 -3.74215 -1.98688
H -0.96970 -5.13460 -1.32727
H -1.51242 -3.49967 -0.90468
H 1.55762 -5.79394 0.66084
H 1.96450 -4.89703 -0.85633
H 2.36471 -4.22354 0.74054
C 2.73092 4.76695 0.98133
C 2.06403 3.50092 0.82597
N 1.47754 2.53373 0.57075
H 1.98608 5.56184 1.15294
H 3.29990 5.00724 0.06496
H 3.40609 4.72476 1.85033
*
```

Summary:
**Relative energy (zero: lowest compared OMol25 entry of this formula, charge and spin)**: 0.0 kJ/mol
**Calculated total energy**: -2181.8948 hartree

# 5
A structure of composition C32H44BrHgN3P2S. Source: OMol25; level of theory: ωB97M-V/def2-TZVPD.

Geometry as ORCA input:
```
! RIJCOSX wB97M-V def2-TZVPD def2/J DEFGRID3
* xyz 2 1
C 2.58919 5.02422 -0.94269
C 1.44137 4.63693 -1.66176
C 1.58895 4.14797 -2.96752
C 2.87610 3.79829 -3.38696
N 3.95203 3.91404 -2.59379
C 3.82925 4.61502 -1.45586
C 0.17118 4.53474 -1.04103
C -0.84259 4.26376 -0.40427
C -1.75166 3.45006 0.36801
C -1.37920 3.00016 1.66806
C -2.18191 2.06735 2.34320
C -2.95530 1.30807 1.49852
C -3.54673 1.79176 0.35198
C -2.96810 2.95193 -0.18769
Hg -1.43024 -0.62159 1.30081
P 1.42882 -0.55258 -0.11031
H 0.71284 3.96391 -3.59282
H 2.51965 5.54562 0.01741
H 3.03027 3.32770 -4.36056
H 4.74618 4.79515 -0.88592
H -3.44515 3.40460 -1.06428
H -0.38906 3.25234 2.07706
H -4.37502 1.28217 -0.15931
H -1.98783 1.84905 3.38921
C 2.36162 -2.14849 0.10677
C 3.63612 -2.41318 -0.68632
H 1.63093 -2.93184 -0.14749
H 2.57308 -2.24609 1.18257
H 4.04441 -3.39211 -0.41117
H 3.47198 -2.44626 -1.76656
H 4.43423 -1.69494 -0.48438
C 1.83265 -0.12139 -1.89672
C 3.22499 0.38159 -2.28137
H 1.09002 0.66104 -2.13818
H 1.57620 -1.00445 -2.50874
H 3.21436 0.67086 -3.34167
H 3.51331 1.28350 -1.72623
H 4.00756 -0.38157 -2.16847
C 2.52017 0.65081 0.80549
C 4.03114 0.40814 0.90071
H 2.10166 0.65835 1.82764
H 2.32766 1.64901 0.37335
H 4.47507 1.18294 1.54428
H 4.26936 -0.55597 1.36844
H 4.55161 0.47161 -0.06596
Br -3.66792 -1.09205 2.33950
P -2.11083 -1.96616 -1.43823
C -0.93307 -2.65127 -2.67626
C -1.33526 -3.95396 -3.35743
H 0.00561 -2.79536 -2.11274
H -0.74550 -1.86622 -3.42148
H -0.54526 -4.23376 -4.06436
H -1.42840 -4.78070 -2.64439
H -2.27695 -3.87357 -3.91800
C -3.25721 -3.35259 -1.07440
C -4.55852 -3.42179 -1.84771
H -3.47349 -3.30448 0.00144
H -2.71046 -4.28781 -1.23085
H -5.21161 -4.14799 -1.35247
H -5.10748 -2.47942 -1.88662
H -4.43758 -3.76682 -2.87991
C -3.10331 -0.69236 -2.35777
C -3.46540 -0.96758 -3.81894
H -2.51164 0.23980 -2.29561
H -4.01960 -0.51608 -1.76987
H -3.94199 -0.06512 -4.22657
H -2.59096 -1.17236 -4.44764
H -4.17767 -1.79432 -3.94864
N -0.32275 -3.38626 2.88244
C -0.14936 -2.35293 3.74761
N 0.02255 -1.10430 3.35242
C 0.19221 -0.22774 4.41039
C 0.39258 1.16144 4.30804
C 0.06246 1.95310 5.41190
C -0.27296 1.36395 6.64254
C -0.26257 -0.03242 6.78037
C -0.03479 -0.82863 5.66176
S -0.23551 -2.58851 5.45813
H -0.12895 -4.30787 3.24877
H -0.04383 -3.21275 1.92347
H 0.80707 1.56597 3.37977
H 0.08112 3.04351 5.31696
H -0.54837 1.98554 7.49687
H -0.47555 -0.52238 7.72205
*
```

Summary:
**Relative energy (zero: lowest compared OMol25 entry of this formula, charge and spin)**: 179.8 kJ/mol
**Calculated total energy**: -5217.6617 hartree

# 6
The molecule C2H6N2OS. Source: OMol25; level of theory: ωB97M-V/def2-TZVPD.

Geometry as ORCA input:
```
! RIJCOSX wB97M-V def2-TZVPD def2/J DEFGRID3
* xyz 0 1
H -0.89304 -1.93053 0.82214
N 0.10374 -1.19136 0.73455
C -0.07763 -0.43923 -0.30306
N -1.04270 -0.94442 -1.22655
O -2.06937 0.24678 -1.47882
S 0.50976 1.19899 -0.52705
C 1.63845 1.09459 1.02695
H -1.48818 -1.62281 -0.58942
H -2.41181 0.01025 -2.54961
H 0.78712 0.93681 1.73931
H 2.82555 0.59676 1.03090
H 2.11810 2.04416 1.32066
*
```

Summary:
**Relative energy (zero: lowest compared OMol25 entry of this formula, charge and spin)**: 581.9 kJ/mol
**SMILES**: [H]/N=C(\NO)SC
**Calculated total energy**: -662.5452 hartree